Entry 1:
The following is a DFT calculation (the ωB97M-V functional and the def2-TZVPD basis) of a structure of composition C6H14DyMgO4.

Results
* charge: +4
* HOMO level (spin up / spin down): -21.703 / -23.969 eV
* 2S+1: 7
* Kohn-Sham gap (spin up / spin down): 5.326 / 7.534 eV

Cartesian coordinates (Å):
H (0.716, -2.028, -1.376)
H (2.909, 1.457, 1.067)
H (0.608, -2.462, 0.344)
O (-2.408, 0.688, -1.312)
H (3.089, -0.399, 1.681)
H (2.656, -0.929, -0.391)
H (-4.104, 1.306, -2.326)
C (1.663, -0.596, -0.051)
C (-2.914, -0.560, -0.813)
C (3.551, 1.543, 2.178)
C (-3.428, 1.665, -1.540)
H (-2.070, -2.472, -0.297)
H (-1.565, -1.858, -1.904)
C (0.594, -1.616, -0.357)
H (-2.938, 2.590, -1.859)
C (-1.796, -1.574, -0.866)
H (-3.265, -0.405, 0.218)
H (4.459, 2.146, 2.281)
H (2.708, 2.004, 2.709)
Mg (5.158, -0.588, 3.560)
H (-3.987, 1.840, -0.611)
Dy (-0.331, 1.194, -0.919)
H (-3.753, -0.891, -1.439)
O (3.773, 0.173, 2.485)
O (-0.662, -0.938, -0.287)
O (1.337, 0.711, -0.174)


Entry 2:
The following is a DFT calculation (the ωB97M-V functional and the def2-TZVPD basis) of a structure of composition C6H14FO3Tl.

Results
* charge: 0
* HOMO level: -7.003 eV
* ΔE to the lowest compared entry with this formula, charge and spin: 0.00 kcal per mole
* 2S+1: 1
* Kohn-Sham gap: 7.490 eV

Cartesian coordinates (Å):
H (0.748, -2.203, -2.143)
F (-0.243, -3.218, -0.367)
H (1.767, 1.749, 0.313)
O (1.960, -0.930, 0.378)
Tl (-0.150, -0.988, 0.982)
H (-2.293, -2.097, -1.719)
H (-2.288, 0.816, -2.176)
C (-0.200, -2.564, -1.728)
C (-0.243, 2.266, 1.893)
H (3.614, 0.235, 0.880)
O (-1.198, -0.519, -1.014)
H (-0.307, 2.775, 0.915)
C (-2.157, 0.510, -1.126)
C (2.581, -0.034, 1.211)
C (1.838, 1.293, 1.319)
H (-1.269, 2.013, 2.186)
H (-1.758, 1.365, -0.567)
H (0.205, 2.966, 2.619)
H (-3.125, 0.165, -0.731)
H (-1.299, -1.215, -2.954)
H (2.368, 1.989, 1.995)
O (0.518, 1.084, 1.809)
H (2.710, -0.410, 2.258)
H (-0.446, -3.458, -2.316)
C (-1.332, -1.591, -1.918)


Entry 3:
The following is a DFT calculation (the ωB97M-V functional and the def2-TZVPD basis) of a structure of composition C6H14LaNO6P.

Results
* charge: +3
* HOMO level: -17.803 eV
* 2S+1: 1
* Kohn-Sham gap: 3.336 eV

Cartesian coordinates (Å):
C (-2.481, -1.293, 0.303)
C (2.802, 1.151, -0.420)
H (3.638, 0.934, 1.541)
H (-0.214, -0.990, -1.896)
H (2.254, 1.930, 0.101)
H (-0.114, 1.285, -0.920)
H (2.091, -0.776, -1.144)
C (-0.405, -0.803, -0.796)
O (-1.838, -0.536, -0.645)
O (-2.371, -2.527, 0.242)
La (-1.243, -2.905, -1.953)
H (3.530, -1.663, 0.339)
H (-0.054, -1.634, -0.142)
H (3.438, 1.642, -1.145)
H (0.513, 0.514, 0.568)
H (-3.941, 1.604, -0.951)
H (1.712, 0.585, -2.194)
O (-4.844, 0.919, 2.084)
H (4.673, 0.315, 0.293)
O (-4.373, 0.944, -0.385)
N (3.080, -0.966, 0.920)
C (1.791, 0.270, -1.152)
H (3.346, -1.226, 1.861)
H (-5.570, 0.291, 1.945)
C (3.640, 0.365, 0.620)
P (-3.717, 0.963, 1.037)
C (0.404, 0.424, -0.510)
O (-3.125, -0.693, 1.163)
O (-2.621, 1.875, 1.236)


Entry 4:
The following is a DFT calculation (the ωB97M-V functional and the def2-TZVPD basis) of a cluster of 2 separate species, C6H14N2 in total.

Results
* charge: 0
* HOMO level: -8.202 eV
* ΔE to the lowest compared entry with this formula, charge and spin: 89.25 kcal per mole
* 2S+1: 1
* Kohn-Sham gap: 9.059 eV

Cartesian coordinates (Å):
H (1.442, 0.031, -2.451)
C (0.074, 0.497, 1.745)
N (-0.012, -0.916, 1.556)
C (-0.158, 1.276, 0.698)
H (-0.200, 2.353, 0.849)
H (-0.761, -1.341, 2.093)
C (-1.360, 0.348, -1.575)
H (-0.063, -1.912, -2.117)
C (1.176, 0.508, -1.499)
N (0.488, 0.863, 3.061)
C (-0.072, -0.130, -0.932)
C (0.020, -1.642, -1.059)
H (0.985, -2.030, -0.738)
H (1.038, 1.573, -1.662)
H (-2.228, -0.026, -1.034)
H (-1.411, 1.432, -1.603)
H (-0.804, -2.144, -0.558)
H (0.864, -1.420, 1.687)
H (2.007, 0.378, -0.808)
H (-1.424, -0.034, -2.603)
H (0.497, 1.870, 3.163)
H (-0.102, 0.465, 3.788)


Entry 5:
The following is a DFT calculation (the ωB97M-V functional and the def2-TZVPD basis) of the molecule C6H14N2.

Results
* charge: 0
* HOMO level: -8.701 eV
* ΔE to the lowest compared entry with this formula, charge and spin: 59.70 kcal per mole
* SMILES: C[C@@H]1[C@@H](C)N(N)[C@H]1C
* 2S+1: 1
* Kohn-Sham gap: 9.860 eV

Cartesian coordinates (Å):
H (-0.051, 1.780, -1.815)
C (-0.937, -0.137, -0.103)
C (-0.088, 2.226, -0.879)
C (0.622, -2.108, -0.826)
H (0.851, -1.692, -1.734)
H (-0.299, -2.656, -1.070)
H (-2.575, -1.388, 0.463)
H (2.108, 0.796, 1.625)
N (1.185, 0.167, -0.006)
H (0.390, -1.302, 1.237)
C (0.028, 1.071, 0.131)
H (1.524, -2.748, -0.459)
C (-2.105, -0.466, 0.806)
H (2.984, 0.685, 0.322)
H (-0.168, 1.450, 1.172)
H (-2.739, 0.331, 0.881)
H (-1.081, -0.365, -1.161)
N (2.298, 0.216, 0.879)
H (-1.135, 2.657, -0.756)
H (-1.881, -0.439, 1.938)
C (0.333, -1.028, 0.182)
H (0.738, 2.950, -0.829)


Entry 6:
The following is a DFT calculation (the ωB97M-V functional and the def2-TZVPD basis) of the molecule C6H14N2.

Results
* charge: 0
* HOMO level: -8.617 eV
* ΔE to the lowest compared entry with this formula, charge and spin: 77.60 kcal per mole
* SMILES: C=CC[C@H](N)CNC
* 2S+1: 1
* Kohn-Sham gap: 9.717 eV

Cartesian coordinates (Å):
C (-0.022, 0.045, 0.881)
H (0.537, -3.320, -0.212)
N (1.067, -1.279, -0.900)
C (-0.869, 1.560, -0.992)
H (-0.585, -2.703, -1.434)
H (1.029, 0.954, 2.242)
H (1.049, -1.713, 1.171)
H (-0.602, 0.919, -2.007)
H (-0.023, 2.309, 0.753)
H (-2.623, 1.894, 0.172)
C (0.487, -2.664, -1.127)
H (1.241, 1.631, -0.111)
H (-0.501, 1.077, 2.697)
H (-1.048, -0.333, 0.562)
H (1.167, -3.091, -1.877)
C (0.118, 1.441, 0.108)
C (-2.166, 1.761, -0.819)
C (1.138, -0.841, 0.457)
N (0.162, 0.405, 2.280)
H (-3.009, 1.715, -1.680)
H (0.519, -0.802, -1.639)
H (2.125, -0.227, 0.652)


| no. | energy (hartree) |
| --- | --- |
| 1 | -1621.33523 |
| 2 | -734.96121 |
| 3 | -1115.06317 |
| 4 | -346.38493 |
| 5 | -346.43203 |
| 6 | -346.40349 |